1.
Computed, not measured: a molecular structure, C42H71Br2IN4O14P3S at a distorted geometry, with ωB97M-V/def2-TZVPD.

CARTESIAN COORDINATES (ANGSTROEM)
C  -2.2757  4.9754  -1.3171
C  -1.5422  3.7698  -0.6341
C  -0.0997  3.6605  -1.1834
I  0.6724  5.5866  -0.4205
C  0.8374  2.4287  -0.9096
C  1.3861  2.6002  0.5234
O  0.3773  2.8274  1.4901
C  0.8498  3.3855  2.6635
C  1.8862  2.8525  3.4199
C  2.2274  3.4901  4.6054
C  1.5809  4.6177  5.0815
C  0.5537  5.1586  4.3034
C  0.2020  4.5316  3.1177
N  0.2530  1.0103  -0.9557
C  -1.2118  0.7789  -0.8047
O  -1.5801  1.0961  0.5179
O  -2.7167  0.3153  0.8033
C  1.0417  0.0175  -1.8445
C  0.3229  -1.1505  -2.5226
C  -0.6651  -1.1085  -3.6928
N  -1.9323  -0.4178  -3.4483
C  2.0082  -0.7237  -0.8296
Br  3.6879  -1.3898  -1.6025
C  1.5451  -1.9072  0.0608
C  1.5667  -3.3577  -0.4871
Br  -0.1212  -1.6452  1.0513
C  1.6577  1.1657  -2.7949
N  0.3367  1.6342  -3.3725
C  0.1143  1.7402  -4.5547
S  -0.1049  2.0368  -6.0640
P  2.9587  0.5891  -4.0724
C  2.2978  -0.7391  -5.1551
O  3.2172  1.8563  -5.1174
C  2.1425  2.3800  -1.8831
C  3.5079  2.1136  -1.1953
C  4.7846  2.0680  -2.0711
C  5.9639  2.4464  -1.1889
O  6.0587  1.9782  -0.0870
O  6.8973  3.2735  -1.6956
C  2.4159  3.7073  -2.6556
C  3.2575  4.6922  -2.1580
C  3.5131  5.8912  -2.8222
C  2.8297  5.9898  -4.0255
C  2.0065  4.9847  -4.4873
N  1.7832  3.8613  -3.8150
H  -2.4571  5.7988  -0.6315
H  -3.2684  4.6516  -1.6500
H  -1.7752  5.2911  -2.2349
H  -1.5512  4.0035  0.4280
H  -2.2428  2.9548  -0.7812
H  -0.1590  3.8307  -2.2569
H  2.1265  3.3987  0.6022
H  1.9782  1.7312  0.8605
H  2.4035  1.9590  3.0896
H  3.0214  3.0650  5.2115
H  1.8432  5.0851  6.0219
H  0.0262  6.0451  4.6333
H  -0.6071  4.9570  2.5345
H  0.4695  0.7163  0.0128
H  -1.4868  -0.2674  -0.9088
H  -1.7568  1.3221  -1.5722
H  -3.4334  0.9449  0.9721
H  1.1133  -1.8454  -2.8135
H  -0.2473  -1.7223  -1.7836
H  -0.2887  -0.8095  -4.6752
H  -0.9708  -2.1504  -3.8485
H  -2.6646  -0.7571  -4.0522
H  -1.8378  0.5846  -3.4820
H  2.3878  -0.0321  -0.0803
H  2.2832  -1.9805  0.8598
H  1.0183  -3.5118  -1.4124
H  2.5692  -3.7775  -0.4879
H  1.0305  -3.9424  0.2656
H  1.4337  -0.4581  -5.7618
H  3.0983  -0.9195  -5.8837
H  2.1303  -1.6902  -4.6555
H  3.5041  1.4799  -5.9599
H  3.5947  1.1545  -0.6863
H  3.7374  2.7912  -0.3769
H  4.8110  2.6961  -2.9614
H  5.0040  1.0504  -2.3946
H  7.2252  3.8394  -0.9832
H  3.7502  4.6129  -1.1957
H  4.1487  6.6567  -2.4061
H  2.9420  6.8954  -4.6148
H  1.4776  5.1184  -5.4256
O  1.2984  -1.0427  7.2776
P  0.6647  -0.4593  8.4870
O  1.4400  0.9391  8.7655
C  1.2519  2.0263  7.8596
C  -0.0904  2.7092  8.0605
O  1.3123  -1.3702  9.6801
C  1.9037  -2.6407  9.4062
C  3.4101  -2.5227  9.3027
O  -0.6236  -0.0986  9.4261
C  -1.8408  -0.8627  9.2478
C  -1.7004  -2.2940  9.7299
H  1.3586  1.6753  6.8287
H  2.0548  2.7384  8.0530
H  -0.9128  2.0497  7.7745
H  -0.1542  3.6131  7.4527
H  -0.2343  2.9719  9.1080
H  1.4809  -3.0837  8.5042
H  1.6441  -3.2975  10.2393
H  3.6996  -1.7532  8.5872
H  3.8544  -3.4719  8.9991
H  3.8338  -2.2345  10.2658
H  -2.1377  -0.8356  8.1964
H  -2.6121  -0.3504  9.8205
H  -1.0352  -2.8666  9.0795
H  -2.6723  -2.7882  9.7320
H  -1.2826  -2.3229  10.7351
O  -3.8146  -6.1016  -3.4174
P  -4.3562  -5.7627  -4.7560
O  -3.2003  -4.8817  -5.4892
C  -1.9898  -5.5294  -5.8897
C  -2.1736  -6.3650  -7.1443
O  -5.4168  -4.5681  -4.3952
C  -5.9145  -4.3969  -3.0686
C  -5.1357  -3.3167  -2.3509
O  -5.1662  -6.1053  -6.1288
C  -6.1093  -7.2079  -6.1169
C  -7.3421  -6.9046  -5.2876
H  -1.6051  -6.1413  -5.0681
H  -1.2649  -4.7372  -6.0809
H  -2.8160  -7.2262  -6.9512
H  -1.2116  -6.7337  -7.5022
H  -2.6456  -5.7777  -7.9313
H  -5.8907  -5.3341  -2.5127
H  -6.9623  -4.1020  -3.1550
H  -4.0627  -3.5070  -2.3922
H  -5.4390  -3.2400  -1.3055
H  -5.3040  -2.3511  -2.8326
H  -5.6108  -8.1095  -5.7543
H  -6.3905  -7.3824  -7.1538
H  -7.1023  -6.8659  -4.2225
H  -8.0936  -7.6808  -5.4325
H  -7.7661  -5.9406  -5.5650

- strongest force on any atom (eV Å⁻¹) = 6.656
- highest occupied orbital energy (hartree) = -0.383
- E (eV) = -266208.8188
- lowest unoccupied orbital energy (eV) = -2.3
- charge = +1
- Kohn-Sham gap (eV) = 8.1

***

2.
Computed, not measured: a single C15H17FO4 molecule at a distorted geometry, with ωB97M-V/def2-TZVPD.

CARTESIAN COORDINATES (ANGSTROEM)
C  -1.5777  2.2775  0.7963
C  -2.5261  2.6517  -0.0878
C  -2.6859  2.0752  -1.4368
O  -3.6293  2.3604  -2.1258
O  -1.7365  1.1859  -1.7929
C  -2.2357  -0.0259  -2.3878
C  -1.0784  -0.8703  -2.8686
C  -0.2822  -1.6200  -1.7712
C  -0.9169  -1.6147  -0.3805
C  0.0007  -2.2647  0.6846
C  0.3365  -1.3458  1.8724
C  1.5270  -0.4578  1.6239
C  1.6712  0.3315  0.5538
C  2.9046  1.1426  0.3544
O  3.2356  1.4827  -0.7606
C  3.6887  1.4943  1.5575
C  3.5289  0.7354  2.6364
F  4.1822  0.9872  3.7632
C  2.6289  -0.4598  2.6303
O  2.8063  -1.3563  3.4200
H  -0.5259  2.1606  0.5579
H  -1.8643  2.1502  1.8376
H  -3.2294  3.4355  0.1736
H  -2.9022  -0.5445  -1.6955
H  -2.8573  0.2388  -3.2458
H  -0.3999  -0.2039  -3.4055
H  -1.4693  -1.5593  -3.6183
H  0.7465  -1.2572  -1.7462
H  -0.1986  -2.6666  -2.0797
H  -1.1310  -0.5922  -0.0628
H  -1.8501  -2.1772  -0.4309
H  0.9412  -2.5579  0.2126
H  -0.4640  -3.1805  1.0498
H  0.5891  -1.9909  2.7154
H  -0.5156  -0.7334  2.1750
H  0.9300  0.4283  -0.2296
H  4.3589  2.3413  1.5117

- strongest force on any atom (eV Å⁻¹) = 1.470
- highest occupied orbital energy (hartree) = -0.360
- E (eV) = -26735.2677
- SMILES string = C=CC(=O)OCCCCCCC1=CC(=O)C=C(F)C1=O
- lowest unoccupied orbital energy (eV) = -1.4
- Kohn-Sham gap (eV) = 8.4

***

3.
Computed, not measured: a single C8H11FP2S molecule at a distorted geometry, with ωB97M-V/def2-TZVPD.

CARTESIAN COORDINATES (ANGSTROEM)
C  1.8399  1.2514  0.6076
C  1.7311  -0.6601  -0.9602
C  0.5167  1.6430  0.1628
C  0.4147  -0.2622  -1.3172
C  2.4054  0.1250  -0.0246
C  -0.2156  0.8501  -0.7387
C  3.7113  -0.3838  0.6097
C  -2.6632  -0.1728  0.2065
F  -1.9038  0.0116  1.3050
P  -2.5325  -1.9504  -0.4274
P  -4.5071  0.1642  0.4830
S  -1.8189  1.2002  -1.1348
H  2.3283  1.8398  1.3500
H  2.1849  -1.4203  -1.4709
H  0.1525  2.6178  0.3831
H  -0.1646  -0.8132  -1.9738
H  3.5280  -1.0264  1.5491
H  4.0997  -0.9573  -0.2402
H  4.3359  0.5206  1.0019
H  -3.0459  -2.2921  0.7648
H  -1.3017  -2.2512  0.0358
H  -4.6371  0.4375  -0.9048
H  -4.4580  1.5286  0.7335

- strongest force on any atom (eV Å⁻¹) = 4.450
- highest occupied orbital energy (hartree) = -0.317
- E (eV) = -40601.8515
- SMILES string = Cc1ccc(SC(F)(P)P)cc1
- lowest unoccupied orbital energy (eV) = 0.4
- Kohn-Sham gap (eV) = 9.0

***

Q: What is the Kohn-Sham gap in the second record?
A: 8.4 eV